[1]
Entry from OMol25: a molecular structure, C9H18FO9Tl at a distorted geometry (wB97M-V/def2-TZVPD).

Each line ends with the natural charge from an NBO analysis.
Element x y z (Å)
O (0.608, 1.955, 2.483)  -0.40
H (-0.851, 5.354, 0.154)  0.26
O (-1.550, 0.262, 0.699)  -0.43
H (3.592, 1.988, 0.377)  0.25
H (2.625, 1.036, 1.438)  0.28
O (-2.508, 1.515, -0.923)  -0.26
H (3.413, 2.439, 2.098)  0.29
H (-3.351, 2.722, -2.529)  0.29
O (-1.942, -4.024, -0.043)  -0.20
C (-1.943, -4.270, -1.432)  -0.28
C (1.575, -3.790, 0.699)  -0.31
C (-1.562, 0.727, -0.418)  0.97
H (0.894, -0.880, -1.887)  0.25
C (0.699, 2.796, 1.558)  0.97
C (-2.456, 2.235, -2.142)  -0.28
H (0.438, -0.989, -0.152)  0.20
H (1.403, 0.364, -0.689)  0.21
H (-1.639, 2.955, -2.167)  0.25
C (-0.091, 4.576, 0.080)  -0.27
H (-1.421, -5.197, -1.671)  0.29
C (2.896, 2.068, 1.213)  -0.30
H (-2.285, 1.479, -2.908)  0.29
H (1.793, -3.819, 1.766)  0.24
C (0.613, -0.321, -0.995)  -0.26
H (-0.220, 3.961, -0.810)  0.17
O (1.831, 2.948, 0.845)  -0.30
H (0.867, 5.050, -0.134)  0.24
O (-0.613, 0.464, -1.362)  -0.48
O (-0.956, -3.113, 1.830)  -0.26
O (-0.193, 3.722, 1.217)  -0.44
H (2.200, -4.547, 0.225)  0.25
H (-1.540, -3.352, -1.859)  0.24
C (-0.860, -3.637, 0.719)  0.96
H (2.060, -2.859, 0.406)  0.22
Tl (-0.658, -0.466, 3.703)  1.01
O (0.302, -3.990, 0.156)  -0.42
F (1.797, -0.951, 2.233)  -0.50
H (-2.965, -4.412, -1.781)  0.27

Results
orbital gap (alpha / beta): 2.96 / 4.56 eV
calculated total energy: -35422.1097 eV
spin multiplicity: 2
LUMO energy (alpha / beta): -16.522 / -15.633 eV
net charge: +3
HOMO energy (alpha / beta): -19.5 / -20.2 eV
M: 493.61 g mol⁻¹

---

[2]
Entry from OMol25: a molecular structure, C9H18MgN2O5S2 at a distorted geometry (wB97M-V/def2-TZVPD).

Each line ends with the natural charge from an NBO analysis.
Element x y z (Å)
H (-2.205, -2.691, -2.244)  0.24
Mg (-0.282, 0.079, -0.795)  1.85
N (-1.496, 5.379, 1.909)  -0.37
H (3.250, 1.493, -2.455)  0.23
H (-1.172, -4.123, -2.615)  0.25
H (-2.586, -2.675, 3.666)  0.25
H (0.492, 4.359, -0.116)  0.25
H (3.836, 2.661, -1.440)  0.24
O (-0.388, -1.043, 0.780)  -0.95
N (-4.000, -5.074, 2.031)  -0.37
H (1.371, 3.045, 0.670)  0.26
H (1.722, -3.234, -2.259)  0.27
O (0.274, -0.842, -2.292)  -1.09
C (-0.662, 3.313, 3.235)  -0.72
S (1.335, 2.789, -1.720)  1.24
C (1.411, 3.772, -0.141)  -0.80
O (-0.626, 0.744, 0.945)  -0.96
C (2.975, 1.999, -1.529)  -0.84
H (2.068, -2.539, -3.838)  0.24
O (0.269, 1.724, -1.525)  -1.08
C (-1.106, 4.507, 2.478)  0.31
H (0.027, 2.719, 2.634)  0.27
H (-1.563, 2.725, 3.408)  0.26
C (-1.192, -3.094, -2.258)  -0.82
H (1.140, -3.955, -3.780)  0.24
H (2.265, 4.445, -0.064)  0.23
H (-0.920, -3.187, -1.206)  0.28
C (1.295, -3.021, -3.239)  -0.82
H (2.905, 1.259, -0.732)  0.29
H (-0.176, 3.594, 4.169)  0.24
C (-2.354, -3.102, 2.690)  -0.73
C (-3.249, -4.209, 2.343)  0.30
S (-0.157, -1.940, -3.278)  1.25
C (0.180, -0.109, 1.299)  0.93
O (1.151, 0.083, 0.543)  -0.94
H (-1.362, -3.547, 2.762)  0.26
H (-2.472, -2.300, 1.961)  0.29

Results
orbital gap: 5.92 eV
calculated total energy: -49950.8650 eV
LUMO energy: -0.089 eV
HOMO energy: -6.0 eV
M: 322.69 g mol⁻¹

---

[3]
Entry from OMol25: 2 unconnected molecules or ions with the total composition C9H18N2 at a distorted geometry (wB97M-V/def2-TZVPD).

Each line ends with the natural charge from an NBO analysis.
Element x y z (Å)
H (4.102, -2.017, 1.486)  0.21
H (2.944, 0.628, 2.525)  0.20
C (-1.800, -0.635, 0.832)  0.17
H (-2.013, 2.146, -2.405)  0.21
C (-0.795, 0.521, -3.155)  -0.60
C (-1.899, 0.636, -0.889)  0.11
H (0.118, 0.359, -2.589)  0.21
C (2.467, -0.348, 2.538)  -0.60
H (3.292, -2.665, 0.236)  0.21
N (-2.081, -0.643, -0.444)  -0.47
H (-0.625, 1.199, -3.992)  0.21
H (-2.879, 0.597, -2.707)  0.22
H (-1.028, -0.459, -3.537)  0.21
C (-1.577, 1.445, 0.166)  -0.13
H (4.089, -1.078, -0.060)  0.21
H (3.048, -1.022, 3.169)  0.21
H (-1.451, 2.508, 0.233)  0.21
H (-1.781, -1.505, 1.468)  0.20
N (-1.517, 0.619, 1.260)  -0.53
C (-1.978, 1.065, -2.323)  -0.43
H (-0.969, 0.872, 2.066)  0.41
H (1.523, -0.318, 3.092)  0.20
C (2.261, -0.915, 1.123)  -0.23
H (2.427, 0.276, -0.716)  0.21
C (3.505, -1.675, 0.631)  -0.61
H (1.455, -1.646, 1.250)  0.19
H (0.886, -0.320, -0.408)  0.22
C (1.739, 0.117, 0.119)  -0.62
H (1.442, 1.080, 0.531)  0.21

Results
orbital gap: 9.39 eV
calculated total energy: -12604.8227 eV
LUMO energy: 0.814 eV
HOMO energy: -8.6 eV
SMILES: CCc1c[nH]cn1.CC(C)C
energy above the lowest of the compared OMol25 structures with the same formula, charge and spin: 10.8 kcal per mole
M: 154.26 g mol⁻¹

---

[4]
Entry from OMol25: a single C9H18N2O2 molecule at a distorted geometry (wB97M-V/def2-TZVPD).

Each line ends with the natural charge from an NBO analysis.
Element x y z (Å)
H (0.599, -1.302, -1.528)  0.24
H (0.488, 2.640, 0.352)  0.16
C (0.267, 0.229, 1.850)  -0.21
H (-0.259, -0.699, 2.143)  0.21
C (-0.344, -0.989, -1.966)  -0.62
C (-1.451, -0.962, -0.850)  0.06
O (-2.258, -2.230, 0.980)  -0.39
H (2.022, -0.919, 1.376)  0.20
H (-1.779, 1.167, -0.599)  0.21
H (2.488, 0.527, -0.680)  0.20
H (3.713, 0.779, 1.363)  0.21
C (2.649, 1.114, 1.358)  -0.39
H (-2.085, 0.247, 0.853)  0.22
C (-2.805, -0.919, -1.651)  -0.62
N (-1.436, -2.212, 0.046)  0.52
H (-3.635, -0.714, -0.950)  0.22
H (-3.032, -1.904, -2.118)  0.22
H (-0.603, -1.707, -2.750)  0.22
H (-2.859, -0.122, -2.417)  0.23
H (2.029, -0.192, 2.992)  0.21
O (-0.686, -3.142, -0.263)  -0.36
H (-0.011, 1.048, 2.509)  0.17
C (0.764, 1.717, -0.190)  -0.21
C (1.784, -0.019, 1.953)  -0.40
C (2.238, 1.422, -0.057)  -0.40
N (0.001, 0.598, 0.429)  -0.49
H (2.782, 2.258, -0.436)  0.21
H (0.534, 1.917, -1.228)  0.20
C (-1.399, 0.331, -0.021)  -0.23
H (-0.207, 0.019, -2.448)  0.22
H (2.490, 2.019, 1.947)  0.19

Results
orbital gap: 8.55 eV
calculated total energy: -16697.1593 eV
LUMO energy: 0.272 eV
HOMO energy: -8.3 eV
SMILES: CC(C)(CN1CCCCC1)[N+](=O)[O-]
energy above the lowest of the compared OMol25 structures with the same formula, charge and spin: 71.2 kcal per mole
M: 186.26 g mol⁻¹

---

[5]
Entry from OMol25: a molecular structure, C9H18N2O4 at a distorted geometry (wB97M-V/def2-TZVPD).

Each line ends with the natural charge from an NBO analysis.
Element x y z (Å)
C (-0.358, -0.472, -0.282)  -0.16
H (1.689, 0.396, -0.923)  0.26
H (-2.224, 1.812, 0.304)  0.22
H (-3.891, 0.410, -1.701)  0.19
H (-0.637, -2.450, -0.971)  0.38
H (-2.203, -1.032, -1.131)  0.18
C (0.171, 0.306, 0.956)  0.69
C (2.957, -1.094, 0.020)  0.82
H (-1.803, -2.499, 0.918)  0.21
H (4.421, 1.330, -0.778)  0.21
C (2.419, 0.348, -0.080)  -0.19
H (-2.392, -1.151, 1.982)  0.24
H (3.731, -2.433, -1.083)  0.50
H (3.819, 1.310, 1.075)  0.16
H (3.110, 3.593, 0.721)  0.48
O (-0.632, 0.677, 1.849)  -0.63
H (0.796, -2.017, 0.660)  0.42
H (-3.471, -1.646, 0.633)  0.21
O (2.721, -1.870, 0.933)  -0.60
C (-2.420, 0.854, -0.435)  -0.39
C (-1.932, -0.591, -0.134)  -0.21
N (0.246, -1.677, -0.452)  -0.89
H (-1.923, 1.251, -1.350)  0.19
C (-3.926, 1.040, -0.846)  -0.61
N (1.507, 0.593, 1.038)  -0.60
O (2.820, 2.655, -0.171)  -0.72
H (-4.263, 2.098, -1.183)  0.22
C (3.499, 1.432, -0.079)  -0.06
H (1.760, 0.940, 1.905)  0.40
C (-2.412, -1.515, 0.948)  -0.63
H (-4.658, 0.591, -0.066)  0.20
O (3.686, -1.395, -1.117)  -0.69
H (-0.208, 0.207, -1.159)  0.18

Results
orbital gap: 8.61 eV
calculated total energy: -20789.4954 eV
LUMO energy: -0.279 eV
HOMO energy: -8.9 eV
energy above the lowest of the compared OMol25 structures with the same formula, charge and spin: 176.8 kcal per mole
M: 218.25 g mol⁻¹

---

[6]
Entry from OMol25: 2 unconnected molecules or ions with the total composition C9H18N3OS at a distorted geometry (wB97M-V/def2-TZVPD).

Each line ends with the natural charge from an NBO analysis.
Element x y z (Å)
H (0.261, -1.713, -2.608)  0.22
C (0.096, -0.614, 0.971)  0.30
H (-2.997, -2.809, -1.082)  0.44
C (-1.609, -0.760, -2.195)  -0.27
H (-2.476, -0.893, 0.450)  0.20
C (3.700, 2.047, 0.777)  -0.29
H (1.759, -1.877, 1.298)  0.19
H (3.834, 2.442, -0.272)  0.20
H (4.095, 1.005, 0.900)  0.21
H (0.196, 2.789, 1.615)  0.24
S (-2.669, -1.935, -2.993)  0.07
N (2.147, -0.004, 2.069)  -0.36
C (1.812, 1.463, 2.023)  0.22
C (-1.793, -1.529, -0.021)  0.09
C (-0.438, 0.811, 0.996)  -0.48
O (2.254, 1.994, 0.805)  -0.54
H (4.014, 2.930, 1.478)  0.20
H (-2.589, -3.346, 0.476)  0.45
N (-0.545, -1.565, 0.474)  -0.50
H (-1.522, -3.273, -0.877)  0.44
H (-1.833, -2.612, -3.603)  0.12
H (-0.369, 1.244, 0.026)  0.24
H (0.327, -0.146, -1.823)  0.24
H (0.010, 1.767, 3.045)  0.22
H (2.246, 1.764, 2.931)  0.19
H (-2.179, 0.124, -2.125)  0.22
C (0.316, 1.768, 1.957)  -0.42
H (-1.412, 0.684, 1.223)  0.21
C (1.416, -0.875, 1.541)  0.07
C (-0.179, -0.666, -2.575)  -0.69
N (-2.273, -2.848, -0.408)  -0.70
H (0.083, -0.023, -3.462)  0.27

Results
orbital gap (alpha / beta): 7.83 / 7.84 eV
calculated total energy: -26966.9310 eV
LUMO energy (alpha / beta): -4.114 / -4.114 eV
net charge: +1
HOMO energy (alpha / beta): -11.9 / -11.9 eV
energy above the lowest of the compared OMol25 structures with the same formula, charge and spin: 114.9 kcal per mole
M: 216.33 g mol⁻¹

---

[7]
Entry from OMol25: a gas-phase ion, C9H18N4O2 (charge +2) at a distorted geometry (wB97M-V/def2-TZVPD).

Each line ends with the natural charge from an NBO analysis.
Element x y z (Å)
H (-2.005, -1.861, 2.712)  0.56
H (1.015, 0.887, -3.792)  0.24
H (0.338, -0.784, -3.603)  0.24
C (-0.601, 2.712, 0.323)  -0.46
H (-2.025, -3.295, -0.344)  0.25
H (-1.402, 2.677, 0.985)  0.24
C (-1.199, -2.982, -0.941)  -0.43
H (-1.670, 0.423, 3.032)  0.25
C (-0.167, 1.299, -1.464)  0.85
H (-1.650, -2.640, -1.768)  0.21
O (-0.601, 2.199, -2.293)  -0.62
N (-0.115, 1.422, -0.139)  -0.34
H (-0.966, 3.385, -0.450)  0.27
H (0.006, 3.202, 1.008)  0.24
H (2.691, 0.898, 0.838)  0.26
H (0.129, 0.671, 3.210)  0.26
C (-0.981, -1.505, 0.971)  0.79
O (-1.810, -2.074, 1.805)  -0.64
H (1.477, -1.338, -0.729)  0.26
N (-0.756, -1.864, -0.246)  -0.43
C (0.800, -0.576, -0.780)  0.30
H (1.649, 1.678, 1.664)  0.24
C (1.788, 0.708, 1.358)  -0.61
C (0.562, 0.266, 0.506)  0.28
C (0.994, 0.000, -3.217)  -0.43
H (1.843, 0.007, 2.075)  0.24
H (-0.685, 2.211, -3.235)  0.57
H (2.016, -0.392, -3.208)  0.26
C (-0.610, 0.032, 2.745)  -0.49
H (-0.339, -3.645, -1.329)  0.23
N (0.467, 0.134, -1.867)  -0.39
H (-0.312, -0.776, 3.408)  0.24
N (-0.327, -0.359, 1.366)  -0.45

Results
orbital gap: 8.84 eV
calculated total energy: -19660.9178 eV
LUMO energy: -7.817 eV
net charge: +2
HOMO energy: -16.7 eV
SMILES: C/N=C(\O)N(C)[C@@]1(C)C=[N+](C)C(O)=[N+]1C
energy above the lowest of the compared OMol25 structures with the same formula, charge and spin: 35.7 kcal per mole
M: 214.27 g mol⁻¹

---

[8]
Entry from OMol25: a single C9H18N4S molecule at a distorted geometry (wB97M-V/def2-TZVPD).

Each line ends with the natural charge from an NBO analysis.
Element x y z (Å)
H (-0.096, -2.474, 4.604)  0.20
H (0.383, 2.809, -4.924)  0.21
H (0.258, -2.704, 0.254)  0.25
H (0.219, 0.743, -3.399)  0.25
N (-0.183, 1.105, -0.021)  -0.26
H (0.126, 3.505, -1.924)  0.20
C (-0.258, -3.451, 0.986)  -0.66
H (-1.255, 1.535, -2.676)  0.22
S (0.267, 0.292, 2.587)  0.23
H (-1.337, 3.006, -4.301)  0.22
H (1.722, -1.228, 3.957)  0.23
N (-1.193, 2.157, 0.307)  -0.60
C (0.223, 0.853, -1.309)  0.34
H (-0.071, 4.576, -4.428)  0.22
C (0.418, 0.091, 0.805)  0.18
C (0.262, -2.604, 3.423)  -0.39
H (-0.606, 2.784, 0.834)  0.35
N (0.855, -0.352, -1.387)  -0.28
C (-0.821, -2.730, 2.243)  -0.44
H (-1.795, 1.772, 1.159)  0.37
H (-1.057, -4.005, 0.389)  0.22
H (1.513, 2.858, -2.519)  0.22
C (0.456, 2.920, -2.803)  -0.41
H (-1.545, -3.455, 2.788)  0.21
C (1.086, -1.273, 3.114)  -0.55
N (1.025, -0.722, -0.003)  -0.35
H (1.532, -1.564, 2.136)  0.25
C (-0.120, 1.467, -2.608)  -0.44
H (0.685, -3.980, 1.360)  0.21
H (0.969, -3.532, 3.442)  0.22
C (-0.173, 3.392, -4.170)  -0.62
H (-1.488, -1.789, 2.082)  0.22

Results
orbital gap: 9.00 eV
calculated total energy: -26416.0076 eV
LUMO energy: 0.376 eV
HOMO energy: -8.6 eV
SMILES: CCCCSc1nnc(CCC)n1N
energy above the lowest of the compared OMol25 structures with the same formula, charge and spin: 28.6 kcal per mole
M: 214.34 g mol⁻¹